(1)
15
Properties=species:S:1:pos:R:3 method="wB97M-V/def2-TZVPD" energy_ha=-572.9494 de_lowest_kcal_mol=31.26 gap_ha=0.39255 e_lumo_ev=-3.420 fmax_ev_per_a=3.09 e_homo_ev=-14.1 charge=+1
C 1.0057 1.0612 -0.1271
N 0.5763 1.9546 0.8101
H 1.0392 1.3603 -1.1884
H 1.6861 0.2754 0.2838
H 0.2608 2.8229 0.4491
H 1.1232 2.0682 1.7145
C -0.2087 -1.2766 -1.6171
S -0.6492 -0.1512 -0.1980
C -0.2685 -1.2839 1.2287
H -0.8442 -2.1596 -1.4613
H 0.8358 -1.5770 -1.4228
H -0.2382 -0.6571 -2.4711
H -0.7550 -0.8633 2.1548
H -0.6622 -2.2386 0.9562
H 0.7356 -1.2984 1.5750

(2)
15
Properties=species:S:1:pos:R:3 method="wB97M-V/def2-TZVPD" energy_ha=-572.9450 de_lowest_kcal_mol=34.01 gap_ha=0.33180 e_lumo_ev=-5.196 fmax_ev_per_a=1.08 e_homo_ev=-14.2 charge=+1
C -1.3432 1.6449 -0.2016
C 1.7353 -0.9842 0.1061
C -1.3163 0.2735 0.3199
N 0.7115 -0.4135 -0.7540
S -2.4443 -0.8564 -0.1963
H -1.9818 2.2395 0.4639
H -0.3619 2.1141 -0.1615
H -1.7603 1.7058 -1.2022
H 2.0242 -0.2517 0.8574
H 1.3536 -1.8768 0.5957
H 2.6323 -1.2606 -0.4592
H -0.7757 0.0949 1.2360
H 0.3948 -1.0832 -1.4490
H 1.0510 0.4190 -1.2216
H -2.2005 -1.7978 0.7291

(3)
17
Properties=species:S:1:pos:R:3 method="wB97M-V/def2-TZVPD" energy_ha=-1369.6433 de_lowest_kcal_mol=1.89 gap_ha=0.20919 e_lumo_ev=3.085 fmax_ev_per_a=1.15 e_homo_ev=-2.6 charge=-1
C -0.3119 0.4990 -2.0499
C 0.7122 1.5207 -1.5337
S 0.7779 1.5738 0.2827
N -1.6748 0.6963 -1.5426
H 0.0326 -0.4517 -1.6470
H -0.3149 0.4573 -3.1455
H 0.4764 2.5258 -1.8978
H 1.6985 1.2613 -1.9425
H -2.0502 1.5259 -1.9801
H -1.5361 0.8183 -0.5420
C 0.1784 -0.8518 2.9698
S 1.3510 -2.1498 2.5562
S 0.8704 -2.3436 0.5018
H 0.2928 -0.0030 2.2908
H 0.3622 -0.5746 4.0104
H -0.8514 -1.2050 2.8822
H -0.0130 -3.2987 0.7873

(4)
17
Properties=species:S:1:pos:R:3 method="wB97M-V/def2-TZVPD" energy_ha=-1369.2410 de_lowest_kcal_mol=47.98 gap_ha=0.33587 e_lumo_ev=-4.399 fmax_ev_per_a=4.11 e_homo_ev=-13.5 charge=+1
C 0.8270 0.5931 1.8678
C -0.7540 0.9224 -1.0413
C 0.1901 -0.6102 1.2548
N 0.0589 -0.3419 -0.7676
S -1.4966 -0.7782 1.4936
S 1.7059 -0.0529 -1.1670
S -0.5867 -1.9333 -1.3979
H 1.5446 0.8777 1.0226
H 1.3772 0.3983 2.8270
H 0.1686 1.3625 2.0894
H -0.9703 1.1636 -2.0351
H -1.5501 0.8599 -0.3010
H -0.0765 1.6384 -0.5792
H 0.6739 -1.5631 0.9807
H -1.7773 -1.7134 0.6084
H 1.3989 0.7347 -2.1585
H -0.7337 -1.5576 -2.6965

(5)
14
Properties=species:S:1:pos:R:3 method="wB97M-V/def2-TZVPD" energy_ha=-195.4941 de_lowest_kcal_mol=21.87 smiles=CC.CO gap_ha=0.41738 e_lumo_ev=0.890 fmax_ev_per_a=1.84 e_homo_ev=-10.5 charge=0
C 1.5667 -2.0774 -0.8570
C 0.6507 -0.8697 -1.1792
H 1.4067 -2.3838 0.1861
H 1.3215 -2.9828 -1.3989
H 2.5828 -1.6988 -0.8564
H 0.3570 -0.3799 -0.2570
H 1.2332 -0.2321 -1.8490
H -0.2210 -1.0837 -1.7999
C -1.7016 1.7588 1.0624
O -1.0728 2.8725 1.7552
H -1.1245 1.5280 0.1722
H -2.7009 2.1691 0.9152
H -1.8137 0.8639 1.6741
H -0.4841 2.5156 2.4322

(6)
14
Properties=species:S:1:pos:R:3 method="wB97M-V/def2-TZVPD" energy_ha=-195.0505 de_lowest_kcal_mol=50.68 gap_ha="0.51440 / 0.15380" e_lumo_ev="-3.704 / -11.710" fmax_ev_per_a=6.29 multiplicity=2 e_homo_ev="-17.7 / -15.9" charge=+1
C -1.4720 -0.8628 0.3326
C 0.0004 -0.3282 0.6129
C 0.9069 -0.8929 -0.5068
H -2.1525 0.0996 0.3667
H -1.8794 -1.5099 1.1120
H -1.5899 -1.4195 -0.5874
H 0.6200 -0.5733 1.5053
H 0.1456 0.6910 0.4003
H 1.9214 -0.7672 -0.4066
H 0.8558 -2.0127 -0.4911
H 0.4671 -0.6443 -1.6000
H 0.5381 2.7528 0.5415
H 1.0195 2.3571 -0.8060
O 0.6190 3.1105 -0.4735